No. 1
12
Properties=species:S:1:pos:R:3 method="wB97M-V/def2-TZVPD" smiles="OC/C=C/C=S" gap_ha=0.28825 lumo_energy_ev=-0.943 e_homo_ev=-8.786 largest_force_ev_per_a=2.64
O -1.983 0.303 -1.458
C -1.304 -0.698 -0.722
C -0.268 0.061 0.051
C 1.015 -0.250 0.251
C 1.926 0.480 1.096
S 1.790 1.965 1.800
H -2.186 0.954 -0.817
H -1.907 -1.374 -0.150
H -0.766 -1.290 -1.488
H -0.578 1.111 0.322
H 1.371 -1.238 -0.100
H 2.890 -0.023 1.214

No. 2
18
Properties=species:S:1:pos:R:3 method="wB97M-V/def2-TZVPD" smiles="NC(=O)O.NCCS" gap_ha=0.34408 lumo_energy_ev=0.525 e_homo_ev=-8.838 largest_force_ev_per_a=1.02
N 1.991 -0.607 1.920
C 1.951 0.255 0.858
O 1.612 1.402 0.933
O 2.356 -0.297 -0.312
H 1.817 -1.584 1.749
H 1.590 -0.251 2.770
H 2.898 -1.048 -0.118
N -1.148 -0.319 0.972
C -1.860 -0.062 -0.295
C -0.863 0.352 -1.363
S -1.753 0.552 -2.967
H -0.685 0.548 1.228
H -1.827 -0.493 1.702
H -2.573 0.769 -0.231
H -2.340 -1.000 -0.569
H -0.373 1.287 -1.106
H -0.142 -0.440 -1.546
H -0.653 0.936 -3.626

No. 3
118
Properties=species:S:1:pos:R:3 method="wB97M-V/def2-TZVPD" gap_ha=0.14318 charge=+1 lumo_energy_ev=-5.818 e_homo_ev=-9.714 largest_force_ev_per_a=3.21
C -1.808 -1.944 -1.511
C -3.122 -1.735 -0.774
C -4.240 -2.126 -1.755
C -3.248 -2.720 0.394
C -3.198 -0.233 -0.365
C -3.864 0.640 -1.234
C -4.027 1.984 -0.930
C -3.610 2.470 0.304
C -3.000 1.634 1.239
C -2.904 2.144 2.714
C -1.466 2.184 3.219
C -3.816 1.285 3.613
C -3.405 3.586 2.881
C -2.580 0.341 0.784
N -1.434 -0.306 1.383
C -1.501 -1.024 2.654
C -0.068 -1.304 2.999
N 0.708 -0.862 1.827
C 2.131 -1.174 1.811
C 2.557 -2.502 1.511
C 1.677 -3.763 1.238
C 2.379 -4.717 0.250
C 0.346 -3.458 0.586
C 1.496 -4.543 2.554
C 3.927 -2.771 1.514
C 4.871 -1.772 1.646
C 4.455 -0.520 2.059
C 3.106 -0.235 2.282
C 2.832 1.037 3.141
C 4.075 1.939 3.248
C 2.489 0.648 4.585
C 1.772 1.907 2.498
C -0.141 -0.271 0.896
C 0.155 0.442 -0.290
C 1.525 0.514 -0.760
C 2.215 -0.633 -1.251
C 3.577 -0.589 -1.454
C 4.255 0.620 -1.152
N 5.571 0.562 -0.623
O 5.988 1.601 -0.045
O 6.233 -0.496 -0.677
C 3.566 1.831 -0.937
C 2.196 1.772 -0.786
H -0.962 -1.633 -0.894
H -1.681 -2.993 -1.814
H -1.777 -1.316 -2.406
H -5.229 -1.862 -1.357
H -4.113 -1.672 -2.747
H -4.223 -3.216 -1.908
H -4.067 -2.442 1.070
H -3.463 -3.729 0.008
H -2.318 -2.814 0.958
H -4.278 0.272 -2.173
H -4.524 2.651 -1.634
H -3.799 3.516 0.544
H -0.871 2.891 2.627
H -1.444 2.518 4.268
H -0.975 1.214 3.175
H -4.863 1.586 3.462
H -3.766 0.215 3.392
H -3.572 1.443 4.674
H -4.453 3.693 2.579
H -3.343 3.863 3.944
H -2.794 4.304 2.322
H -2.002 -0.420 3.414
H -2.091 -1.943 2.558
H 0.258 -0.726 3.873
H 0.127 -2.360 3.226
H 3.236 -5.230 0.702
H 1.674 -5.497 -0.070
H 2.715 -4.181 -0.648
H -0.292 -2.834 1.206
H 0.504 -2.958 -0.375
H -0.205 -4.392 0.393
H 1.091 -3.925 3.363
H 0.815 -5.392 2.397
H 2.463 -4.939 2.898
H 4.287 -3.793 1.387
H 5.930 -1.972 1.493
H 5.227 0.204 2.306
H 4.456 2.225 2.259
H 3.805 2.861 3.782
H 4.877 1.460 3.822
H 1.623 -0.010 4.672
H 3.341 0.127 5.042
H 2.289 1.554 5.174
H 0.897 1.332 2.218
H 1.462 2.709 3.181
H 2.162 2.354 1.577
H -0.582 1.209 -0.533
H 1.641 -1.537 -1.461
H 4.168 -1.455 -1.755
H 4.132 2.753 -0.822
H 1.624 2.682 -0.599
F -2.302 -3.160 -6.030
C -1.860 -1.993 -5.457
C -2.809 -1.089 -4.978
C -2.347 0.047 -4.326
C -0.956 0.222 -4.073
C -0.470 1.359 -3.309
C -0.411 2.629 -3.938
C -0.036 3.801 -3.218
C 0.100 5.030 -3.845
C -0.152 5.109 -5.217
F -0.051 6.331 -5.834
C -0.532 4.011 -5.984
C -0.664 2.787 -5.347
C -0.038 -0.670 -4.683
C -0.489 -1.761 -5.410
H -3.872 -1.257 -5.155
H -3.040 0.808 -3.960
H 0.017 1.188 -2.359
H 0.153 3.698 -2.148
H 0.394 5.917 -3.293
H -0.719 4.102 -7.052
H -0.932 1.913 -5.937
H 1.028 -0.459 -4.554
H 0.204 -2.403 -5.952

No. 4
131
Properties=species:S:1:pos:R:3 method="wB97M-V/def2-TZVPD" gap_ha=0.20406 charge=-1 lumo_energy_ev=0.319 e_homo_ev=-5.234 largest_force_ev_per_a=10.18
C 3.582 -5.135 2.062
C 2.843 -4.336 1.005
C 3.221 -2.746 0.912
C 2.118 -1.844 0.037
C 1.707 -2.723 -1.326
C 3.002 -3.187 -2.217
O 3.428 -2.548 -3.317
O 3.059 -0.853 -0.584
P 2.993 0.603 0.429
S 2.941 2.409 1.667
N 4.784 0.608 0.226
C 5.391 1.109 1.374
O 6.015 1.158 2.578
C 2.664 1.474 -1.235
C 3.947 2.459 -1.660
C 1.328 2.412 -1.303
C 0.410 1.844 -2.554
C -0.922 2.757 -2.841
O 1.341 0.315 0.907
C 0.888 -1.117 0.877
C -0.633 -1.139 0.269
C -1.472 0.264 0.446
C -2.992 0.212 -0.252
F -3.598 -1.101 0.068
F -2.716 0.394 -1.727
C -3.819 1.458 0.416
F -4.079 1.181 1.880
F -2.826 2.602 0.459
C -5.093 2.022 -0.406
F -5.738 3.079 0.460
F -4.541 2.798 -1.580
C -6.167 0.969 -1.013
F -5.606 -0.024 -1.993
F -7.084 1.821 -1.868
C -7.161 0.230 0.057
F -8.084 1.317 0.562
F -6.510 -0.319 1.266
C -8.149 -0.917 -0.560
F -9.328 -0.984 0.384
F -8.744 -0.586 -1.888
C -7.545 -2.426 -0.663
F -6.074 -2.551 -0.574
F -7.911 -2.955 -2.031
C -8.182 -3.514 0.402
F -9.610 -3.887 0.081
F -7.977 -3.158 1.828
F -7.414 -4.801 0.195
P 0.553 -1.765 2.692
N 0.252 -3.387 2.716
O -0.887 -1.028 3.396
O 1.875 -1.362 3.783
H 4.065 -6.170 1.809
H 3.645 -4.667 3.135
H 2.076 -4.923 0.345
H 3.478 -2.272 1.951
H 4.223 -2.680 0.270
H 1.058 -1.999 -1.990
H 0.994 -3.618 -1.027
H 3.583 -4.146 -1.868
H 3.305 -0.054 1.684
H 2.659 3.534 0.876
H 2.593 0.653 -2.074
H 3.642 3.231 -2.513
H 4.343 3.104 -0.766
H 4.850 1.836 -2.113
H 1.665 3.509 -1.633
H 0.747 2.548 -0.297
H 0.067 0.745 -2.269
H 1.031 1.723 -3.564
H -1.562 2.237 -3.690
H -1.598 2.696 -1.860
H -0.695 3.889 -3.047
H -1.221 -1.978 0.880
H -0.721 -1.446 -0.856
H -1.493 0.694 1.534
H -0.887 1.074 -0.208
H -0.711 -3.555 3.097
H -1.682 -1.564 3.053
H 1.898 -2.095 4.492
C 4.861 6.727 4.330
C 6.083 5.847 4.401
C 5.602 4.583 3.723
O 4.622 4.977 2.753
C 4.277 6.350 2.986
H 5.082 7.794 4.414
H 4.162 6.456 5.130
H 6.897 6.296 3.820
H 6.443 5.675 5.418
H 5.115 3.909 4.436
H 6.412 4.039 3.227
H 4.719 6.946 2.180
H 3.191 6.468 2.952
C -6.621 -0.685 -6.533
C -5.874 0.039 -5.442
C -4.442 -0.366 -5.717
O -4.333 -0.576 -7.131
C -5.652 -0.595 -7.693
H -7.598 -0.250 -6.759
H -6.768 -1.733 -6.249
H -5.987 1.122 -5.571
H -6.205 -0.223 -4.434
H -4.193 -1.308 -5.219
H -3.723 0.396 -5.401
H -5.790 0.335 -8.254
H -5.747 -1.437 -8.384
C 9.133 2.747 -0.423
C 9.749 2.638 -1.794
C 8.528 2.542 -2.683
O 7.482 3.278 -2.034
C 7.899 3.579 -0.695
H 9.795 3.197 0.321
H 8.841 1.752 -0.067
H 10.307 3.553 -2.024
H 10.426 1.787 -1.906
H 8.192 1.505 -2.786
H 8.703 2.953 -3.681
H 8.125 4.650 -0.649
H 7.085 3.364 0.002
C -4.521 -5.950 4.161
C -3.774 -5.227 5.252
C -2.342 -5.631 4.978
O -2.233 -5.842 3.563
C -3.552 -5.861 3.002
H -5.498 -5.516 3.935
H -4.668 -6.999 4.445
H -3.887 -4.144 5.124
H -4.105 -5.489 6.260
H -2.093 -6.574 5.476
H -1.623 -4.870 5.293
H -3.690 -4.930 2.441
H -3.647 -6.703 2.310

No. 5
13
Properties=species:S:1:pos:R:3 method="wB97M-V/def2-TZVPD" smiles="O=CO.NCO" gap_ha=0.39585 lumo_energy_ev=0.573 e_homo_ev=-10.198 largest_force_ev_per_a=1.39
O 2.564 1.855 -0.216
C 2.871 0.731 -0.463
O 2.763 -0.312 0.406
H 3.464 0.414 -1.328
H 1.898 -0.387 0.794
N -2.424 -0.468 -0.590
C -1.603 0.003 0.515
O -0.879 -1.082 1.090
H -3.304 0.016 -0.684
H -1.912 -0.241 -1.433
H -0.826 0.680 0.140
H -2.150 0.436 1.345
H -0.464 -1.645 0.424

No. 6
102
Properties=species:S:1:pos:R:3 method="wB97M-V/def2-TZVPD" gap_ha="0.20555 / 0.21475" spin_multiplicity=5 lumo_energy_ev="0.222 / 0.218" e_homo_ev="-5.372 / -5.625" largest_force_ev_per_a=1.08
Fe 0.444 0.037 0.221
C 2.709 -2.570 -1.262
As 2.601 -1.119 0.038
C 4.353 -0.361 -0.302
C 3.045 -2.222 1.614
C 2.862 -1.602 3.030
C 3.453 -0.178 3.089
C 1.368 -1.609 3.439
As 0.179 -0.248 2.660
C -1.485 -1.166 3.095
C 0.150 1.012 4.129
C 3.614 -2.523 4.002
As 3.908 -2.133 5.910
C 2.431 -0.955 6.430
C 5.256 -0.720 5.738
H 3.614 -3.153 -1.105
H 2.717 -2.152 -2.267
H 1.839 -3.218 -1.156
H 5.096 -1.122 -0.087
H 4.522 0.516 0.315
H 4.413 -0.066 -1.346
H 4.080 -2.526 1.474
H 2.443 -3.129 1.538
H 2.971 0.489 2.378
H 4.524 -0.188 2.864
H 3.323 0.257 4.083
H 1.280 -1.497 4.516
H 0.928 -2.574 3.187
H -1.483 -1.490 4.135
H -1.596 -2.030 2.439
H -2.323 -0.489 2.926
H 0.022 0.451 5.052
H -0.682 1.699 3.990
H 1.075 1.587 4.163
H 4.638 -2.668 3.652
H 3.158 -3.511 3.982
H 1.501 -1.519 6.515
H 2.289 -0.107 5.754
H 2.687 -0.574 7.421
H 6.063 -1.064 5.087
H 5.676 -0.526 6.725
H 4.845 0.209 5.338
O -0.979 -1.467 -0.256
S -2.025 -2.271 -0.997
C -1.515 -2.350 -2.758
C -1.773 -1.192 -3.708
C -1.274 0.101 -3.504
C -1.579 1.128 -4.393
C -2.361 0.865 -5.514
C -2.830 -0.422 -5.746
C -2.542 -1.440 -4.842
C -3.538 -1.302 -1.000
C -4.690 -2.085 -1.608
C -5.395 -1.571 -2.694
C -6.446 -2.289 -3.259
C -6.800 -3.532 -2.747
C -6.108 -4.051 -1.658
C -5.062 -3.330 -1.091
H -1.994 -3.260 -3.130
H -0.447 -2.551 -2.632
H -0.653 0.330 -2.651
H -1.198 2.131 -4.210
H -2.594 1.668 -6.210
H -3.424 -0.636 -6.626
H -2.928 -2.441 -5.016
H -3.332 -0.361 -1.503
H -3.680 -1.108 0.067
H -5.122 -0.598 -3.094
H -6.988 -1.875 -4.103
H -7.620 -4.093 -3.189
H -6.387 -5.017 -1.246
H -4.530 -3.737 -0.231
C -1.076 3.449 1.803
C -1.901 3.358 0.506
C -2.720 2.056 0.451
C -1.069 3.601 -0.758
C -1.493 4.640 -1.585
C -0.807 5.020 -2.732
C 0.387 4.363 -3.005
C 0.873 3.318 -2.218
C 2.231 2.740 -2.624
C 3.280 2.807 -1.498
C 2.125 1.324 -3.218
C 0.108 2.832 -1.091
N 0.478 1.722 -0.370
H -1.735 3.400 2.686
H -0.523 4.393 1.842
H -0.356 2.640 1.845
H -2.625 4.170 0.539
H -2.061 1.198 0.387
H -3.374 2.054 -0.430
H -3.352 1.949 1.348
H -2.402 5.179 -1.312
H -1.170 5.823 -3.370
H 0.980 4.681 -3.864
H 2.594 3.386 -3.423
H 2.990 2.156 -0.676
H 3.356 3.827 -1.107
H 4.274 2.507 -1.871
H 1.804 0.627 -2.451
H 3.096 0.993 -3.622
H 1.392 1.293 -4.033

No. 7
56
Properties=species:S:1:pos:R:3 method="wB97M-V/def2-TZVPD" smiles=CCOc1ccccc1CN1CCN(Cc2ccc(C)o2)C[C@@H]1CCO gap_ha=0.33114 lumo_energy_ev=0.872 e_homo_ev=-8.138 largest_force_ev_per_a=0.86
C -4.687 -2.414 -0.650
C -4.484 -1.890 0.768
O -3.507 -0.869 0.848
C -3.811 0.399 0.468
C -5.056 0.826 0.018
C -5.263 2.152 -0.322
C -4.238 3.072 -0.216
C -2.999 2.653 0.239
C -2.768 1.334 0.585
C -1.423 0.888 1.092
N -0.746 0.030 0.126
C -0.480 0.678 -1.148
C 0.744 1.599 -1.128
N 1.898 0.841 -0.684
C 3.135 1.597 -0.780
C 4.312 0.713 -0.536
C 4.709 -0.444 -1.134
C 5.892 -0.849 -0.467
C 6.135 0.088 0.492
C 7.220 0.217 1.500
O 5.173 1.039 0.456
C 1.664 0.341 0.657
C 0.455 -0.608 0.658
C 0.794 -1.889 -0.118
C -0.348 -2.908 -0.085
O -1.483 -2.492 -0.792
H -3.739 -2.774 -1.040
H -5.403 -3.231 -0.635
H -5.057 -1.632 -1.309
H -4.083 -2.690 1.397
H -5.431 -1.550 1.207
H -5.879 0.134 -0.070
H -6.237 2.461 -0.672
H -4.399 4.105 -0.483
H -2.194 3.369 0.333
H -1.574 0.291 1.997
H -0.832 1.778 1.361
H -1.366 1.244 -1.441
H -0.313 -0.104 -1.892
H 0.932 1.969 -2.138
H 0.557 2.472 -0.474
H 3.189 2.011 -1.792
H 3.173 2.435 -0.060
H 4.217 -0.942 -1.943
H 6.481 -1.719 -0.675
H 7.749 1.160 1.371
H 6.809 0.198 2.509
H 7.922 -0.604 1.387
H 2.551 -0.203 0.987
H 1.489 1.171 1.368
H 0.240 -0.891 1.696
H 1.037 -1.640 -1.149
H 1.678 -2.340 0.336
H -0.023 -3.842 -0.552
H -0.610 -3.122 0.965
H -1.725 -1.618 -0.435

What did the seventh record say?
56
Properties=species:S:1:pos:R:3 method="wB97M-V/def2-TZVPD" smiles=CCOc1ccccc1CN1CCN(Cc2ccc(C)o2)C[C@@H]1CCO gap_ha=0.33114 lumo_energy_ev=0.872 e_homo_ev=-8.138 largest_force_ev_per_a=0.86
C -4.687 -2.414 -0.650
C -4.484 -1.890 0.768
O -3.507 -0.869 0.848
C -3.811 0.399 0.468
C -5.056 0.826 0.018
C -5.263 2.152 -0.322
C -4.238 3.072 -0.216
C -2.999 2.653 0.239
C -2.768 1.334 0.585
C -1.423 0.888 1.092
N -0.746 0.030 0.126
C -0.480 0.678 -1.148
C 0.744 1.599 -1.128
N 1.898 0.841 -0.684
C 3.135 1.597 -0.780
C 4.312 0.713 -0.536
C 4.709 -0.444 -1.134
C 5.892 -0.849 -0.467
C 6.135 0.088 0.492
C 7.220 0.217 1.500
O 5.173 1.039 0.456
C 1.664 0.341 0.657
C 0.455 -0.608 0.658
C 0.794 -1.889 -0.118
C -0.348 -2.908 -0.085
O -1.483 -2.492 -0.792
H -3.739 -2.774 -1.040
H -5.403 -3.231 -0.635
H -5.057 -1.632 -1.309
H -4.083 -2.690 1.397
H -5.431 -1.550 1.207
H -5.879 0.134 -0.070
H -6.237 2.461 -0.672
H -4.399 4.105 -0.483
H -2.194 3.369 0.333
H -1.574 0.291 1.997
H -0.832 1.778 1.361
H -1.366 1.244 -1.441
H -0.313 -0.104 -1.892
H 0.932 1.969 -2.138
H 0.557 2.472 -0.474
H 3.189 2.011 -1.792
H 3.173 2.435 -0.060
H 4.217 -0.942 -1.943
H 6.481 -1.719 -0.675
H 7.749 1.160 1.371
H 6.809 0.198 2.509
H 7.922 -0.604 1.387
H 2.551 -0.203 0.987
H 1.489 1.171 1.368
H 0.240 -0.891 1.696
H 1.037 -1.640 -1.149
H 1.678 -2.340 0.336
H -0.023 -3.842 -0.552
H -0.610 -3.122 0.965
H -1.725 -1.618 -0.435